{
  "formula": "C5H29NO10",
  "method": "the ωB97M-V functional and the def2-TZVPD basis",
  "e_tot_ha": -1014.991323,
  "e_homo_ev": -8.82,
  "e_above_lowest_kj_mol": 416.6,
  "e_lumo_ev": -0.072,
  "elements": ["N", "C", "C", "C", "C", "C", "H", "H", "H", "H", "H", "H", "H", "H", "H", "H", "H", "O", "H", "H", "O", "H", "H", "O", "H", "H", "O", "H", "H", "O", "H", "H", "O", "H", "H", "O", "H", "H", "O", "H", "H", "O", "H", "H", "O"],
  "positions_angstrom": [[-0.2982, 2.4669, 2.7422], [0.2798, 2.6149, 1.4020], [3.2261, -0.4283, -1.1263], [3.0710, 0.4746, -0.1662], [1.7809, 0.9135, 0.3608], [1.5834, 1.8497, 1.2885], [-1.2177, 2.0580, 2.7209], [0.2913, 1.9110, 3.3416], [0.4952, 3.6553, 1.1265], [-0.4387, 2.2190, 0.6754], [4.1462, -0.9097, -1.4100], [2.3158, -0.9277, -1.4560], [3.9102, 0.7774, 0.4646], [0.9131, 0.4924, -0.1555], [2.3962, 2.2159, 1.9182], [2.7782, -3.1794, -0.7968], [1.3484, -3.1105, -0.7911], [2.0753, -3.1539, -0.1394], [-0.0170, 2.1903, -2.1701], [1.1407, 2.9766, -1.5524], [0.8226, 2.6138, -2.3858], [-0.8354, -2.0690, -1.9113], [0.2516, -1.6284, -2.8214], [-0.0290, -2.4239, -2.3558], [-1.5257, -2.3443, 0.3081], [-1.7183, -0.8087, -0.1842], [-1.6334, -1.7280, -0.4242], [-3.1208, -0.1520, 1.9999], [-1.7316, -0.4750, 2.4899], [-2.2108, 0.1567, 1.9374], [-3.3585, -1.1827, -2.3146], [-4.2223, -0.1812, -1.6814], [-3.6041, -0.2563, -2.4175], [0.5223, -3.9022, 0.8615], [0.5818, -2.7822, 1.9941], [0.0268, -3.3966, 1.4985], [1.1351, -0.6122, 2.4400], [2.3933, -1.3536, 2.7561], [1.4565, -1.3419, 2.9892], [-1.8698, 0.8717, -1.6883], [-1.4318, 0.4059, -2.9716], [-1.1728, 0.2845, -2.0501], [-2.9760, 2.6970, -0.0818], [-2.6231, 2.5001, -1.5160], [-2.9068, 2.0025, -0.7475]]
}

{
  "formula": "C18H18BCrF4N4",
  "method": "the ωB97M-V functional and the def2-TZVPD basis",
  "spin_multiplicity": 4,
  "e_tot_ha": -2384.295703,
  "e_homo_ev": [-16.38, -16.38],
  "e_lumo_ev": [-7.349, -6.903],
  "charge": 2,
  "elements": ["Cr", "C", "N", "C", "C", "C", "C", "C", "C", "N", "C", "C", "C", "C", "C", "C", "N", "C", "C", "C", "C", "C", "N", "H", "H", "H", "H", "H", "H", "H", "H", "H", "H", "H", "H", "H", "H", "H", "H", "H", "H", "F", "B", "F", "F", "F"],
  "positions_angstrom": [[-0.2565, -0.4629, -0.5422], [1.0527, 1.1600, 1.4921], [0.7543, -0.2861, 1.2128], [-0.1175, -0.9033, 2.2655], [-1.5733, -0.6181, 1.9949], [-2.5373, -0.6222, 2.9799], [-3.8694, -0.5141, 2.6062], [-4.1993, -0.4036, 1.2633], [-3.1815, -0.3784, 0.3347], [-1.8927, -0.4744, 0.6972], [2.0233, -1.0603, 1.0139], [2.5743, -0.7872, -0.3630], [3.9098, -0.9090, -0.6794], [4.2938, -0.7692, -2.0058], [3.3356, -0.5063, -2.9736], [2.0215, -0.3713, -2.5816], [1.6502, -0.5016, -1.2982], [0.3160, 2.1085, 0.5809], [0.2829, 3.4715, 0.7942], [-0.3705, 4.2742, -0.1262], [-0.9798, 3.6983, -1.2348], [-0.9160, 2.3313, -1.3799], [-0.2733, 1.5556, -0.4855], [0.8261, 1.3755, 2.5362], [2.1247, 1.3114, 1.3582], [0.0375, -1.9821, 2.2237], [0.1881, -0.5623, 3.2548], [-2.2552, -0.7260, 4.0194], [-4.6464, -0.5250, 3.3592], [-5.2271, -0.3390, 0.9366], [-3.3892, -0.2993, -0.7252], [2.7432, -0.8125, 1.7949], [1.7825, -2.1204, 1.1016], [4.6365, -1.1226, 0.0935], [5.3350, -0.8694, -2.2823], [3.5979, -0.4089, -4.0172], [1.2388, -0.1708, -3.3022], [0.7637, 3.8979, 1.6651], [-0.4060, 5.3460, 0.0203], [-1.4983, 4.2971, -1.9698], [-1.3836, 1.8337, -2.2212], [-2.5722, -2.9985, -2.6717], [-1.4799, -3.7449, -2.5738], [-0.5562, -2.1470, -1.0515], [-1.4256, -4.7230, -1.6969], [-0.4817, -3.5415, -3.4169]]
}

{
  "formula": "C29H32N5OPRuS2",
  "method": "the ωB97M-V functional and the def2-TZVPD basis",
  "spin_multiplicity": 2,
  "e_tot_ha": -2705.796005,
  "e_homo_ev": [-1.65, -2.39],
  "e_above_lowest_kj_mol": 59.2,
  "e_lumo_ev": [1.743, 1.724],
  "charge": -1,
  "elements": ["Ru", "C", "C", "N", "N", "C", "S", "S", "C", "C", "C", "C", "C", "C", "C", "C", "C", "C", "C", "C", "C", "O", "H", "H", "H", "H", "H", "H", "H", "H", "H", "H", "H", "H", "H", "H", "C", "N", "C", "N", "C", "N", "C", "P", "C", "C", "H", "H", "H", "H", "H", "H", "H", "H", "H", "H", "H", "H", "H", "C", "C", "C", "C", "C", "C", "C", "H", "H", "H", "H", "H"],
  "positions_angstrom": [[-0.0269, 0.1773, -0.3622], [-2.2787, -1.4006, -3.9264], [-1.1376, -1.1113, -2.9846], [-1.3922, -0.6689, -1.7923], [-2.7464, -0.4293, -1.5625], [-3.2261, -0.7926, -0.4406], [-2.3477, -1.6498, 0.8191], [-4.8963, -0.2335, -0.0969], [-4.5487, 1.5287, 0.2691], [-4.1289, 2.3408, -0.9232], [-2.7914, 2.6811, -1.0829], [-2.3757, 3.3884, -2.2031], [-3.2966, 3.7771, -3.1641], [-4.6393, 3.4511, -3.0034], [-5.0492, 2.7337, -1.8911], [0.2279, -1.3739, -3.4495], [0.4059, -2.3513, -4.4420], [1.6316, -2.6506, -4.9966], [2.7470, -1.9165, -4.5771], [2.6162, -0.9527, -3.6099], [1.3723, -0.6654, -2.9700], [1.3604, 0.2028, -2.0266], [-3.0432, -0.6364, -3.7901], [-2.7510, -2.3592, -3.6969], [-1.9402, -1.4124, -4.9593], [-3.7804, 1.5550, 1.0429], [-5.4832, 1.8974, 0.6979], [-2.0613, 2.3503, -0.3445], [-1.3236, 3.6179, -2.3264], [-2.9715, 4.3255, -4.0404], [-5.3643, 3.7481, -3.7525], [-6.0915, 2.4541, -1.7786], [-0.4583, -2.9142, -4.7736], [1.7221, -3.4276, -5.7444], [3.7204, -2.1081, -5.0163], [3.4695, -0.3723, -3.2767], [4.3116, -0.0302, 2.8358], [3.0709, -0.7868, 3.2886], [3.1982, -2.2288, 2.8058], [3.3999, -2.2891, 1.4071], [4.5699, -1.5106, 1.0258], [4.4863, -0.1095, 1.4317], [3.4235, 0.6233, 0.6976], [1.6859, -0.0436, 0.9087], [1.8132, -0.1213, 2.7839], [2.1941, -1.8318, 0.6668], [5.1554, -0.4914, 3.3562], [4.1838, 1.0019, 3.1619], [3.0399, -0.7881, 4.3086], [2.2767, -2.7345, 3.0929], [4.0511, -2.6493, 3.3464], [4.6755, -1.5533, -0.0570], [5.4580, -1.9524, 1.4898], [3.6553, 0.6069, -0.3691], [3.4425, 1.6689, 1.0178], [0.9628, -0.6646, 3.1977], [1.7983, 0.8801, 3.2075], [2.3635, -1.9820, -0.4015], [1.3407, -2.4534, 0.9464], [-1.2527, -0.1784, 1.1370], [-1.2793, 0.2498, 2.4938], [-0.7440, 1.5411, 2.8219], [-0.5701, 1.9593, 4.1243], [-0.9347, 1.1511, 5.2061], [-1.5603, -0.0677, 4.9164], [-1.7538, -0.4971, 3.6182], [-0.4634, 2.1844, 1.9964], [-0.1504, 2.9452, 4.3082], [-0.8112, 1.4891, 6.2278], [-1.9127, -0.6947, 5.7303], [-2.2480, -1.4451, 3.4457]]
}

{
  "formula": "C20H28AlFNO3",
  "method": "the ωB97M-V functional and the def2-TZVPD basis",
  "e_tot_ha": -1401.622244,
  "e_homo_ev": -4.93,
  "e_lumo_ev": 1.612,
  "charge": -1,
  "elements": ["C", "C", "F", "C", "Al", "C", "C", "C", "C", "O", "C", "C", "C", "C", "C", "C", "C", "H", "H", "H", "H", "H", "H", "H", "H", "H", "H", "H", "H", "H", "H", "H", "H", "H", "H", "H", "H", "H", "H", "H", "C", "C", "C", "C", "C", "C", "N", "O", "O", "H", "H", "H", "H", "H"],
  "positions_angstrom": [[-0.7643, -5.1449, 2.4797], [-0.5236, -4.1837, 1.3268], [0.0498, -4.9551, 0.2806], [-1.7481, -3.4704, 0.7958], [-1.3976, -1.9661, -0.5233], [-3.0719, -0.8619, -0.8282], [0.1162, -0.8237, 0.2064], [-0.0326, -0.4521, 1.6684], [-1.0741, 0.6579, 1.8613], [1.1928, -0.1046, 2.3719], [1.9800, 0.8906, 1.7513], [3.2554, 0.3525, 1.1605], [3.7855, 0.9094, 0.0016], [4.9776, 0.4437, -0.5365], [5.6492, -0.6014, 0.0728], [5.1212, -1.1704, 1.2238], [3.9320, -0.6964, 1.7621], [0.1706, -5.4916, 2.9249], [-1.3766, -4.6733, 3.2479], [-1.2982, -6.0159, 2.0898], [0.2600, -3.4687, 1.6041], [-2.3440, -3.1111, 1.6445], [-2.3656, -4.2224, 0.2843], [-0.9092, -2.5856, -1.9621], [-3.7461, -1.3430, -1.5443], [-2.8230, 0.1271, -1.2276], [-3.6454, -0.7005, 0.0924], [1.0325, -1.4108, 0.0611], [0.2231, 0.0827, -0.3953], [-0.3865, -1.3198, 2.2342], [-2.0763, 0.2253, 1.8197], [-1.0035, 1.4129, 1.0779], [-0.9422, 1.1302, 2.8371], [1.4318, 1.4117, 0.9665], [2.2378, 1.6325, 2.5183], [3.2469, 1.7103, -0.4925], [5.3734, 0.8793, -1.4449], [6.5703, -0.9831, -0.3498], [5.6282, -1.9986, 1.7035], [3.5079, -1.1616, 2.6439], [-3.4922, 3.6438, -3.7530], [-2.9984, 4.8593, -3.2940], [-1.9330, 4.8872, -2.4092], [-1.3801, 3.6845, -2.0120], [-1.8514, 2.4620, -2.4536], [-2.9237, 2.4496, -3.3310], [-0.2558, 3.6894, -1.0579], [0.1014, 4.7535, -0.5919], [0.2244, 2.6097, -0.7953], [-4.3297, 3.6280, -4.4382], [-3.4478, 5.7877, -3.6199], [-1.5385, 5.8180, -2.0306], [-1.4047, 1.5424, -2.1032], [-3.3174, 1.5024, -3.6725]]
}